No. 1
Computed, not measured: an isolated molecule of C17H22N2O3S3, with the ωB97M-V functional and the def2-TZVPD basis.

ΔE to the lowest compared entry with this formula, charge and spin	20.78	kJ/mol
SMILES	CSCC[C@@H](NS(=O)(=O)c1cccs1)C(=O)NCc1ccc(C)cc1
energy	-2190.79806	a.u.
spin multiplicity	1
charge	0
HOMO energy	-8.54	eV

The geometry in XYZ format:
```
47
Properties=species:S:1:pos:R:3:forces:R:3
C -4.4244 -1.7930 -0.2106 0.4 0.1 -0.4
H -3.8670 -1.7455 0.7206 -0.1 -0.1 0.1
H -4.6777 -2.8178 -0.4667 -0.1 -0.1 0.1
H -5.3268 -1.1958 -0.1332 -0.1 0.0 0.0
S -3.4383 -1.0653 -1.5469 -0.1 -0.2 -0.1
C -2.2032 -2.3809 -1.8126 -0.5 0.3 0.3
C -1.3584 -2.7170 -0.5977 0.3 0.1 -0.2
H -1.9863 -3.1193 0.1990 0.0 -0.1 0.0
C -0.5455 -1.5440 -0.0365 0.1 -0.4 -0.5
N -1.2415 -0.9206 1.0764 0.0 0.8 0.3
S -1.1199 0.7039 1.4058 -0.6 -0.4 0.2
O -1.3763 0.8388 2.8063 -0.2 -0.1 0.0
O 0.1013 1.2478 0.8653 -0.3 0.1 -0.4
C -2.4454 1.4153 0.4974 0.7 0.1 -0.1
C -3.7601 1.4839 0.8433 0.3 -0.1 0.2
C -4.5316 2.1248 -0.1469 0.0 0.0 -0.1
C -3.7810 2.5240 -1.2095 0.5 -0.1 0.0
S -2.1213 2.1331 -1.0248 -0.4 0.2 0.1
H -4.1122 3.0272 -2.0957 -0.1 0.1 -0.2
H -5.5921 2.2812 -0.0704 -0.2 0.1 0.0
H -4.1388 1.0968 1.7708 -0.1 -0.1 0.2
H -1.2364 -1.4606 1.9274 0.0 0.0 0.3
H -0.4215 -0.7620 -0.7934 0.0 -0.1 -0.1
C 0.8640 -2.0393 0.3854 -0.3 0.2 0.0
O 1.2013 -3.2024 0.2738 0.1 -0.3 -0.1
N 1.6282 -1.0729 0.9000 0.4 0.3 0.2
H 1.2910 -0.1149 0.8968 0.0 -0.3 -0.1
C 2.9937 -1.2904 1.3355 0.1 -0.1 0.1
C 3.9567 -0.4493 0.5385 0.0 -0.1 0.0
C 3.8222 0.9349 0.5213 0.1 -0.1 0.0
C 4.6959 1.7131 -0.2126 0.0 0.0 0.0
C 5.7281 1.1344 -0.9436 0.0 -0.1 0.0
C 5.8563 -0.2470 -0.9248 0.0 0.1 0.0
C 4.9784 -1.0311 -0.1961 -0.1 0.0 0.1
H 5.0897 -2.1058 -0.1989 0.0 -0.1 0.0
H 6.6488 -0.7179 -1.4890 0.1 0.0 -0.1
C 6.6789 1.9942 -1.7200 0.0 0.0 0.0
H 7.3121 2.5628 -1.0389 0.1 0.1 0.0
H 6.1341 2.7054 -2.3384 0.0 0.1 -0.1
H 7.3180 1.3905 -2.3593 0.1 0.0 -0.1
H 4.5788 2.7874 -0.2192 0.0 0.1 0.0
H 3.0254 1.4053 1.0796 -0.1 0.1 0.1
H 3.0678 -1.0327 2.3996 0.0 -0.1 -0.1
H 3.2079 -2.3541 1.2094 0.0 0.2 0.1
H -0.6492 -3.5016 -0.8777 -0.1 0.0 0.1
H -2.7408 -3.2662 -2.1562 0.1 0.0 -0.1
H -1.5838 -2.0066 -2.6270 0.0 -0.1 -0.1
```
Positions in Å, forces in eV/Å.

***

No. 2
Computed, not measured: an isolated molecule of C17H22N2O4, with the ωB97M-V functional and the def2-TZVPD basis.

ΔE to the lowest compared entry with this formula, charge and spin	559.34	kJ/mol
SMILES	C#CCN1CC(=O)N(COC(=O)[C@@H]2[C@H](C=C(C)C)C2(C)C)C1=O
energy	-1071.32855	a.u.
spin multiplicity	1
charge	0
HOMO energy	-8.68	eV

The geometry in XYZ format:
```
45
Properties=species:S:1:pos:R:3:forces:R:3
O 1.9056 -2.8784 0.4013 -2.5 -1.9 1.7
O -0.9628 -3.2286 3.8065 -0.4 0.2 -1.5
O 0.6524 1.4511 1.6061 -1.4 -1.9 0.1
C 0.2299 -7.2300 -0.8014 1.1 1.3 2.0
C 0.7838 -6.5894 0.0543 0.7 0.3 -0.4
O -0.3493 -0.5744 1.0835 0.0 0.9 1.0
C 1.0471 -3.4168 1.1504 4.4 0.2 -2.5
C -0.4756 -3.5799 2.7439 -0.4 1.3 3.9
C -0.2472 0.7970 1.0747 2.4 1.9 -1.3
C 0.9026 3.4008 -2.6460 -1.4 -1.0 0.1
C 0.5954 2.9870 -1.3894 -1.5 -0.7 -1.4
N 0.0981 -2.7144 1.8166 -0.7 -0.1 0.8
N 1.0566 -4.7213 1.6174 0.2 -0.4 -0.5
C 2.2801 3.8450 -2.9523 -0.5 -0.3 -1.8
C -0.0866 3.3675 -3.9228 2.0 3.0 2.7
C 1.7252 -5.7894 0.9196 -1.0 -1.7 0.0
C 0.4002 -1.3369 2.0866 0.9 1.1 -1.3
C -0.0191 -4.9938 2.5767 0.7 1.3 -2.8
C -3.1155 3.1174 -0.0377 0.8 1.9 0.6
C -0.8925 4.0032 1.0791 -1.3 -0.3 0.5
C -1.6066 2.9682 0.1096 0.9 -0.1 0.5
C -1.1564 1.4712 0.0588 -0.9 -1.4 2.4
C -0.8047 2.4330 -1.0400 1.3 0.3 -0.3
H -0.1890 -7.8328 -1.5094 -1.0 -1.1 -1.3
H 1.3751 2.9507 -0.6326 -0.2 0.1 0.0
H 2.3482 4.9243 -2.9385 0.0 0.4 -0.6
H 2.9954 3.5175 -2.2508 0.8 -0.7 0.8
H 2.4673 3.3874 -3.9652 0.5 0.9 0.9
H 0.0337 2.5478 -4.5346 0.5 -2.1 -1.0
H 0.1404 4.2629 -4.5832 -0.5 -0.8 1.0
H -1.0550 3.3833 -3.4870 -1.1 0.2 -0.3
H 2.5031 -5.4010 0.3232 0.6 0.9 -1.0
H 2.2868 -6.5414 1.5310 -0.8 0.8 0.3
H 1.5215 -1.1589 2.0165 -1.5 -0.2 -0.4
H 0.1139 -1.0643 3.0735 -0.7 0.1 0.7
H 0.4336 -5.3016 3.4857 -0.3 -0.7 0.9
H -0.7960 -5.6047 2.1198 0.0 -0.4 0.4
H -3.3868 4.0579 -0.5622 0.2 -0.3 0.5
H -3.5517 2.3535 -0.6216 -0.4 -1.1 -0.5
H -3.5309 3.1436 0.9772 -0.3 -0.1 -0.3
H -0.9797 5.0765 0.7121 0.2 -1.4 0.2
H -1.4555 3.9565 2.0643 0.5 0.2 -1.1
H 0.1466 3.7411 1.3602 -0.6 0.2 -0.6
H -2.0063 0.7723 -0.1173 0.7 0.7 -0.4
H -1.3754 2.0411 -1.8568 -0.1 0.6 -0.9
```
Positions in Å, forces in eV/Å.

***

No. 3
Computed, not measured: a structure of composition C17H22N2O4RhSe2, with the ωB97M-V functional and the def2-TZVPD basis.

ΔE to the lowest compared entry with this formula, charge and spin	189.25	kJ/mol
energy	-5984.91342	a.u.
spin multiplicity	1
charge	-1
HOMO energy	-3.76	eV

The geometry in XYZ format:
```
48
Properties=species:S:1:pos:R:3:forces:R:3
Rh -0.7722 -0.5049 -0.4323 0.0 0.0 0.2
C -4.4567 -2.9123 -0.3635 0.0 0.0 0.0
C -3.5734 -1.7036 -0.1438 0.0 0.2 0.3
O -2.3234 -1.9274 -0.1714 0.2 -0.2 -0.3
C -4.1629 -0.4811 0.1207 -0.1 -0.1 0.0
C -3.4621 0.7262 0.3318 0.1 0.1 0.2
C -4.2712 1.9635 0.6258 0.0 0.0 0.0
N -2.1607 0.8319 0.2621 0.1 0.1 -0.2
N -1.6737 2.1450 0.3332 -0.2 0.1 -0.1
C -0.6655 2.2567 -0.4586 0.4 -0.1 -0.2
O -0.1495 1.2814 -1.1582 -0.1 0.0 -0.1
C -0.0101 3.5864 -0.5985 0.1 0.0 0.0
C 1.2802 3.6564 -1.1142 0.0 0.0 0.0
C 1.9131 4.8858 -1.2450 0.0 0.0 0.0
C 1.2605 6.0511 -0.8677 0.0 0.0 0.0
C -0.0300 5.9831 -0.3548 0.0 0.0 0.0
C -0.6627 4.7566 -0.2204 0.0 0.0 0.0
H -3.8417 -3.7438 -0.7008 0.0 0.0 0.0
H -5.2308 -2.7013 -1.1025 0.0 0.0 0.0
H -4.9502 -3.1909 0.5699 0.0 0.0 0.0
H -5.2433 -0.4335 0.1483 0.0 0.0 0.0
H -5.3265 1.7079 0.7093 0.0 0.0 0.0
H -4.1360 2.7053 -0.1614 0.0 0.0 0.0
H -3.9269 2.4251 1.5510 0.0 0.0 0.0
H 1.7683 2.7333 -1.3964 0.0 0.0 0.0
H 2.9208 4.9334 -1.6406 0.0 0.0 0.0
H 1.7543 7.0101 -0.9719 0.0 0.0 0.0
H -0.5438 6.8908 -0.0604 0.0 0.0 0.0
H -1.6644 4.6832 0.1824 0.0 0.0 0.0
O 4.9089 -2.9497 -0.6412 0.0 0.0 0.0
C 4.1092 -3.4993 0.4050 0.1 0.0 0.0
C 2.7138 -2.8543 0.4287 -0.1 0.1 -0.1
C 2.0521 -3.5104 1.6567 0.0 0.0 0.0
O 0.7036 -3.2417 1.9354 0.0 0.0 0.1
C 2.8950 -1.3576 0.6114 0.0 0.1 -0.3
Se 1.3655 -0.1152 0.6519 -0.3 -0.1 0.7
C 2.0637 -3.0970 -0.9373 0.0 0.0 0.2
Se 0.1832 -2.6317 -1.1745 0.0 0.0 -0.4
H 5.7560 -3.4013 -0.6391 0.0 0.0 0.0
H 4.5965 -3.3362 1.3744 0.0 0.0 0.0
H 3.9895 -4.5796 0.2580 0.0 0.0 0.0
H 2.6769 -3.2262 2.5197 0.0 0.0 0.0
H 2.1279 -4.5989 1.5549 0.0 0.0 0.0
H 0.5332 -2.2988 1.7882 0.0 0.0 -0.1
H 3.5438 -0.9986 -0.1836 0.1 0.0 0.0
H 3.3807 -1.1486 1.5684 0.0 0.0 0.0
H 2.0712 -4.1690 -1.1577 0.0 0.0 0.0
H 2.6694 -2.6003 -1.6915 0.0 0.0 0.0
```
Positions in Å, forces in eV/Å.

***

No. 4
Computed, not measured: an isolated molecule of C17H22N4O5, with the ωB97M-V functional and the def2-TZVPD basis.

ΔE to the lowest compared entry with this formula, charge and spin	202.47	kJ/mol
SMILES	C#CCOC(=O)CNC(=O)[C@H](CCCOC)NC(=O)c1cnc(C)cn1
energy	-1256.19732	a.u.
spin multiplicity	1
charge	0
HOMO energy	-9.41	eV

The geometry in XYZ format:
```
48
Properties=species:S:1:pos:R:3:forces:R:3
C -5.2688 -2.5415 -3.5773 0.0 0.0 0.0
C -5.3813 -1.3590 -3.7195 0.0 0.0 0.0
C -5.5257 0.0826 -3.8980 0.0 0.0 0.0
O -5.0907 0.8097 -2.7356 0.0 0.0 0.0
C -3.7640 0.9681 -2.6165 0.0 0.0 0.0
O -2.9600 0.5905 -3.4252 0.0 0.0 0.0
C -3.4260 1.7212 -1.3500 0.0 0.0 0.0
N -2.0011 1.7975 -1.1689 0.0 0.0 0.0
C -1.3942 1.1908 -0.1139 0.0 0.0 0.0
O -1.9969 0.7870 0.8627 0.0 0.0 0.0
C 0.1105 1.0141 -0.2609 0.0 0.0 0.0
C 0.3813 -0.2169 -1.1375 0.0 0.0 0.0
C 1.8662 -0.4397 -1.3903 0.0 0.0 0.0
C 2.1206 -1.6477 -2.2656 0.0 0.0 0.0
O 1.6605 -2.8039 -1.5962 0.0 0.0 0.0
C 1.8435 -3.9689 -2.3636 0.0 0.0 0.0
N 0.6769 0.8782 1.0625 -0.1 0.2 0.1
C 1.8186 1.5128 1.4075 0.2 -0.2 -0.1
O 2.5534 2.0836 0.6186 0.0 0.0 0.0
C 2.1986 1.3507 2.8531 -0.2 -0.3 0.0
C 3.4891 0.9554 3.1835 0.1 0.2 0.0
N 3.8506 0.7305 4.4386 0.0 0.0 0.0
C 2.9240 0.9083 5.3813 0.0 0.0 0.0
C 3.3296 0.6783 6.8046 0.0 0.0 0.0
C 1.6278 1.2829 5.0358 0.0 0.0 0.0
N 1.2555 1.4822 3.7780 0.0 0.0 0.0
H -5.1641 -3.5916 -3.4475 0.0 0.0 0.0
H -4.9605 0.4127 -4.7687 0.0 0.0 0.0
H -6.5729 0.3484 -4.0201 0.0 0.0 0.0
H -3.8879 2.7098 -1.4103 0.0 0.0 0.0
H -3.8571 1.2124 -0.4885 0.0 0.0 0.0
H -1.4484 1.9515 -1.9975 0.0 0.0 0.0
H 0.5546 1.8987 -0.7250 0.0 0.0 0.0
H -0.0466 -1.0946 -0.6482 0.0 0.0 0.0
H -0.1414 -0.0965 -2.0925 0.0 0.0 0.0
H 2.3034 0.4416 -1.8665 0.0 0.0 0.0
H 2.3899 -0.5755 -0.4418 0.0 0.0 0.0
H 1.5963 -1.5436 -3.2275 0.0 0.0 0.0
H 3.1928 -1.7438 -2.4829 0.0 0.0 0.0
H 1.4699 -4.8089 -1.7820 0.0 0.0 0.0
H 1.2906 -3.9136 -3.3091 0.0 0.0 0.0
H 2.9036 -4.1342 -2.5905 0.0 0.0 0.0
H 0.0388 0.5906 1.7935 0.0 0.0 0.0
H 4.2353 0.8247 2.4095 0.0 0.0 0.0
H 2.4906 0.8122 7.4854 0.0 0.0 0.0
H 3.7243 -0.3307 6.9213 0.0 0.0 0.0
H 4.1224 1.3730 7.0830 0.0 0.0 0.0
H 0.8683 1.4106 5.7986 0.0 0.0 0.0
```
Positions in Å, forces in eV/Å.

***

No. 5
Computed, not measured: a structure of composition C17H22N7O5SScSe, with the ωB97M-V functional and the def2-TZVPD basis.

ΔE to the lowest compared entry with this formula, charge and spin	4.45	kJ/mol
energy	-4981.01458	a.u.
spin multiplicity	1
charge	0
HOMO energy	-8.03	eV

The geometry in XYZ format:
```
54
Properties=species:S:1:pos:R:3:forces:R:3
Sc 0.0074 -0.0380 -0.0244 0.2 0.0 0.2
O 1.8224 -1.9307 2.6364 0.0 0.0 0.0
S 0.5493 -1.6544 2.0340 -0.1 0.1 0.0
O -0.5929 -2.3253 2.6055 0.0 0.0 0.0
O 0.2776 -0.1330 1.9868 0.0 0.0 -0.1
O 0.5969 -1.9072 0.5106 -0.1 0.1 -0.1
C -3.6480 -3.2187 3.6837 0.0 0.0 0.0
C -4.2404 -1.8375 3.9496 0.0 0.0 0.0
C -3.2360 -0.9313 4.6550 0.0 0.0 0.0
C -4.7820 -1.1937 2.6722 0.0 0.0 0.0
N -3.7297 -0.8133 1.7310 0.1 0.0 0.0
C -3.0216 -1.5527 0.8774 -0.1 0.0 0.0
N -2.1603 -0.7656 0.2866 0.1 0.1 0.0
N -2.3336 0.4597 0.8265 -0.1 0.0 0.0
N -3.2638 0.4457 1.6945 -0.1 -0.1 0.0
H -3.3983 -3.7058 4.6267 0.0 0.0 0.0
H -2.7173 -3.1463 3.1180 0.0 0.0 0.0
H -4.3522 -3.8639 3.1522 0.0 0.0 0.0
H -5.1228 -1.9535 4.5876 0.0 0.0 0.0
H -2.3066 -0.8620 4.0864 0.0 0.0 0.0
H -2.9857 -1.3467 5.6315 0.0 0.0 0.0
H -3.6314 0.0751 4.8029 0.0 0.0 0.0
H -5.3153 -0.2708 2.8920 0.0 0.0 0.0
H -5.4570 -1.8712 2.1488 0.0 0.0 0.0
H -3.1445 -2.6081 0.7136 0.0 0.0 0.0
Se -0.3813 -0.7239 -4.0169 0.0 0.0 0.0
C -0.6417 0.3908 -2.6646 -0.1 0.1 -0.1
N -0.7849 1.0893 -1.7275 0.1 -0.2 0.0
C 6.2391 -0.0960 -2.0251 0.0 0.0 0.0
N 5.2673 0.2290 -0.9918 0.0 0.0 0.0
N 4.0116 0.6307 -1.4028 -0.1 0.0 0.0
C 3.0915 0.2407 -0.4824 0.0 -0.1 0.0
O 1.8779 0.5832 -0.5896 -0.2 0.0 0.1
C 3.7755 -0.5132 0.5030 0.1 0.0 0.0
C 5.0897 -0.5226 0.1377 -0.1 0.0 0.0
C 6.2275 -1.2369 0.7762 0.0 0.0 0.0
C 3.8086 1.5745 -2.4502 0.0 0.0 0.0
C 4.5702 2.7331 -2.5003 0.0 0.0 0.0
C 4.3413 3.6446 -3.5195 0.0 0.0 0.0
C 3.3426 3.4082 -4.4547 0.0 0.0 0.0
C 2.5771 2.2530 -4.3800 0.0 0.0 0.0
C 2.8158 1.3200 -3.3833 0.0 0.0 0.0
H 6.3976 0.7675 -2.6655 0.0 0.0 0.0
H 5.9070 -0.9421 -2.6310 0.0 0.0 0.0
H 7.1756 -0.3424 -1.5333 0.0 0.0 0.0
H 3.3203 -0.9775 1.3650 0.0 0.0 0.0
H 5.9086 -1.6298 1.7380 0.0 0.0 0.0
H 7.0779 -0.5729 0.9333 0.0 0.0 0.0
H 6.5555 -2.0755 0.1589 0.0 0.0 0.0
H 5.3216 2.9184 -1.7429 0.0 0.0 0.0
H 4.9316 4.5498 -3.5711 0.0 0.0 0.0
H 3.1569 4.1304 -5.2386 0.0 0.0 0.0
H 1.7874 2.0648 -5.0953 0.0 0.0 0.0
H 2.2185 0.4193 -3.3260 0.0 0.0 0.0
```
Positions in Å, forces in eV/Å.

***

The following E_LUMO values (in eV) correspond, in order, to the records above: 0.5; 0.6; 2.6; 0.4; 0.3.